[1]
{"formula": "C35H75MnN2O2Sb2Si6", "method": "ωB97M-V/def2-TZVPD", "mol_weight_g_mol": 1022.97, "total_charge": 1, "s2": 8.76, "relative_energy_kj_mol": 132.5, "e_homo_ev": [-9.4, -9.5], "spin_multiplicity": 6, "total_energy_ev": -136247.84906, "e_lumo_ha": [-0.0708, -0.0765], "max_force_ev_per_a": 1.6, "symbols": ["Mn", "C", "O", "C", "C", "O", "C", "H", "H", "H", "H", "H", "H", "H", "H", "H", "H", "C", "Sb", "C", "C", "C", "C", "C", "C", "N", "Si", "C", "C", "C", "C", "C", "C", "C", "C", "C", "N", "Si", "C", "C", "C", "Si", "C", "C", "C", "H", "H", "H", "H", "H", "H", "H", "H", "H", "H", "H", "H", "H", "H", "H", "H", "H", "H", "H", "H", "H", "H", "H", "H", "H", "H", "H", "H", "H", "H", "H", "H", "H", "H", "H", "H", "H", "H", "C", "Si", "C", "C", "Sb", "Si", "C", "C", "C", "Si", "C", "C", "C", "H", "H", "H", "H", "H", "H", "H", "H", "H", "H", "H", "H", "H", "H", "H", "H", "H", "H", "H", "H", "H", "H", "H", "H", "H", "H", "H"], "xyz": [[0.18, -0.27, 0.25], [-2.38, 2.02, 1.45], [-1.09, 1.83, 0.87], [-0.69, 2.99, 0.14], [0.69, 2.70, -0.39], [0.67, 1.53, -1.20], [0.23, 1.76, -2.54], [-2.40, 2.94, 2.04], [-2.57, 1.17, 2.10], [-3.15, 2.06, 0.68], [-0.68, 3.87, 0.79], [-1.40, 3.17, -0.68], [1.35, 2.47, 0.45], [1.09, 3.55, -0.93], [0.71, 2.66, -2.95], [-0.85, 1.88, -2.60], [0.53, 0.89, -3.13], [1.51, -3.79, -3.47], [0.61, -1.92, -2.88], [1.48, -1.74, -0.83], [1.44, -3.06, -0.15], [0.47, -3.37, 0.84], [0.44, -4.61, 1.44], [1.37, -5.56, 1.07], [2.30, -5.20, 0.11], [2.34, -4.01, -0.48], [3.22, -1.04, -1.18], [4.70, -2.19, -1.41], [3.31, 0.16, -2.66], [3.57, 0.10, 0.31], [-1.59, -2.48, -2.96], [-2.33, -1.81, -1.86], [-3.71, -1.57, -1.96], [-4.44, -1.12, -0.88], [-3.77, -0.88, 0.32], [-2.41, -1.06, 0.33], [-1.68, -1.48, -0.72], [-2.05, -4.35, -2.91], [-3.92, -4.60, -2.77], [-1.36, -5.22, -1.40], [-1.48, -5.23, -4.48], [-2.05, -1.76, -4.69], [-2.15, 0.13, -4.53], [-0.74, -2.17, -5.98], [-3.69, -2.36, -5.44], [2.56, -3.76, -3.18], [1.43, -3.88, -4.56], [1.04, -4.65, -2.99], [-0.26, -2.62, 1.09], [-0.32, -4.83, 2.19], [1.38, -6.55, 1.51], [3.07, -5.90, -0.21], [4.79, -2.49, -2.45], [4.62, -3.08, -0.80], [5.62, -1.66, -1.14], [2.90, -0.26, -3.58], [4.36, 0.39, -2.85], [2.80, 1.10, -2.45], [3.69, -0.48, 1.22], [2.73, 0.79, 0.44], [4.48, 0.69, 0.16], [-4.21, -1.78, -2.89], [-5.50, -0.97, -0.95], [-4.30, -0.59, 1.22], [-1.85, -0.89, 1.26], [-4.31, -4.24, -1.82], [-4.14, -5.67, -2.82], [-4.49, -4.12, -3.57], [-1.72, -4.76, -0.48], [-0.27, -5.22, -1.37], [-1.69, -6.27, -1.40], [-2.06, -4.92, -5.36], [-1.64, -6.30, -4.35], [-0.43, -5.08, -4.70], [-1.18, 0.58, -4.72], [-2.48, 0.44, -3.53], [-2.86, 0.55, -5.25], [0.20, -1.67, -5.79], [-1.09, -1.85, -6.97], [-0.55, -3.25, -6.04], [-4.58, -2.00, -4.92], [-3.74, -3.45, -5.49], [-3.75, -1.99, -6.47], [-0.21, -0.98, 6.57], [-0.69, -0.91, 4.75], [-2.07, 0.39, 4.64], [-1.38, -2.60, 4.26], [1.13, -0.33, 2.96], [1.78, 2.02, 3.87], [3.36, 2.59, 3.01], [0.39, 3.24, 3.46], [2.04, 2.10, 5.73], [3.16, -1.68, 4.02], [2.89, -3.49, 3.59], [4.85, -1.15, 3.36], [3.22, -1.59, 5.90], [-1.13, -1.00, 7.16], [0.37, -0.11, 6.89], [0.35, -1.88, 6.82], [-2.83, 0.17, 5.39], [-2.55, 0.39, 3.67], [-1.68, 1.39, 4.84], [-2.21, -2.88, 4.91], [-0.60, -3.37, 4.36], [-1.74, -2.62, 3.23], [3.21, 2.75, 1.94], [4.16, 1.85, 3.11], [3.72, 3.52, 3.45], [0.12, 3.20, 2.40], [0.70, 4.26, 3.68], [-0.50, 3.03, 4.04], [2.69, 1.31, 6.09], [1.09, 2.03, 6.27], [2.49, 3.05, 5.99], [3.06, -3.67, 2.53], [1.87, -3.80, 3.83], [3.58, -4.12, 4.15], [5.03, -1.56, 2.36], [5.63, -1.53, 4.02], [4.96, -0.06, 3.31], [2.31, -1.98, 6.35], [3.39, -0.59, 6.30], [4.05, -2.22, 6.24]], "mulliken_spin": [4.243, 0.013, 0.098, -0.007, -0.014, 0.083, 0.010, 0.002, -0.010, 0.000, -0.003, 0.002, 0.015, 0.004, -0.001, 0.001, -0.001, 0.011, 0.024, 0.327, -0.168, 0.127, 0.014, 0.002, -0.001, -0.001, 0.005, 0.002, 0.004, 0.054, 0.005, 0.047, 0.006, 0.000, 0.030, 0.057, 0.036, 0.004, 0.000, 0.000, 0.000, 0.002, -0.001, 0.000, 0.000, -0.001, 0.000, -0.001, -0.121, 0.001, 0.001, 0.000, 0.000, -0.001, 0.001, -0.001, 0.000, -0.001, -0.006, -0.007, 0.004, -0.002, 0.001, 0.001, -0.063, 0.000, 0.000, 0.000, 0.001, 0.000, 0.000, 0.000, 0.000, 0.000, 0.000, -0.001, 0.000, 0.000, 0.000, 0.000, 0.000, 0.000, 0.000, 0.003, 0.011, 0.003, 0.002, 0.137, 0.008, 0.002, 0.003, 0.002, 0.006, 0.000, 0.001, 0.003, 0.000, -0.001, 0.000, 0.000, -0.003, 0.000, 0.000, 0.000, -0.003, 0.001, 0.000, 0.000, -0.001, 0.000, 0.000, 0.000, 0.000, 0.000, 0.000, 0.000, 0.000, 0.000, 0.000, 0.000, -0.001, 0.000, 0.000]}

=====

[2]
{"formula": "C35H76BrN5O17P3", "method": "ωB97M-V/def2-TZVPD", "mol_weight_g_mol": 1011.84, "total_charge": 1, "e_homo_ev": -11.0, "spin_multiplicity": 1, "total_energy_ev": -177671.10576, "e_lumo_ha": -0.1276, "max_force_ev_per_a": 10.0, "symbols": ["C", "C", "O", "C", "C", "N", "C", "C", "O", "O", "C", "C", "O", "C", "N", "C", "C", "C", "N", "N", "C", "Br", "C", "C", "N", "C", "C", "O", "H", "H", "H", "H", "H", "H", "H", "H", "H", "H", "H", "H", "H", "H", "H", "H", "H", "H", "H", "H", "H", "H", "H", "H", "H", "H", "H", "H", "H", "H", "H", "O", "P", "O", "C", "C", "O", "C", "C", "O", "C", "C", "H", "H", "H", "H", "H", "H", "H", "H", "H", "H", "H", "H", "H", "H", "H", "O", "P", "O", "C", "C", "O", "C", "C", "O", "C", "C", "H", "H", "H", "H", "H", "H", "H", "H", "H", "H", "H", "H", "H", "H", "H", "O", "P", "O", "C", "C", "O", "C", "C", "O", "C", "C", "H", "H", "H", "H", "H", "H", "H", "H", "H", "H", "H", "H", "H", "H", "H"], "xyz": [[-6.02, -1.49, 2.72], [-4.79, -0.43, 2.30], [-4.93, -0.21, 0.85], [-3.88, 0.72, 0.34], [-2.73, -0.18, -0.39], [-1.40, -0.31, 0.39], [-1.15, 0.21, 1.78], [-0.33, 1.62, 1.89], [0.24, 2.31, 0.91], [-0.32, 2.25, 3.24], [0.79, 1.77, 4.07], [0.92, 0.32, 4.81], [1.82, 2.63, 4.26], [-0.43, -1.01, -0.29], [-0.87, -1.58, -1.62], [0.36, -2.32, -2.04], [0.18, -3.13, -3.44], [-0.96, -4.35, -3.36], [-1.01, -4.94, -4.79], [1.48, -2.16, -1.03], [2.68, -2.90, -1.44], [4.47, -2.54, -0.73], [2.38, -4.52, -1.19], [3.20, -5.47, -2.25], [1.00, -1.36, -0.01], [1.87, -0.97, 1.11], [2.75, 0.37, 0.63], [2.98, 1.32, 1.77], [-6.37, -2.00, 1.70], [-5.55, -2.37, 3.36], [-6.92, -0.95, 3.24], [-4.98, 0.54, 2.92], [-3.79, -1.01, 2.60], [-3.51, 1.50, 1.13], [-4.44, 1.36, -0.50], [-3.24, -1.25, -0.56], [-2.54, 0.39, -1.42], [-2.14, 0.41, 2.42], [-0.68, -0.70, 2.39], [0.64, 0.41, 5.95], [2.08, 0.04, 4.80], [0.37, -0.57, 4.29], [1.16, -3.63, -3.83], [-0.21, -2.37, -4.25], [-0.62, -5.19, -2.58], [-2.00, -3.86, -3.05], [-1.08, -5.98, -4.75], [-1.84, -4.50, -5.26], [2.79, -2.81, -2.63], [2.87, -4.75, -0.12], [1.24, -4.77, -1.07], [4.35, -5.16, -2.14], [3.07, -6.62, -1.98], [2.87, -5.21, -3.35], [1.43, -0.67, 2.13], [2.58, -1.90, 1.36], [3.81, 0.11, 0.23], [2.11, 0.87, -0.21], [2.84, 2.26, 1.45], [3.37, -9.71, -0.35], [4.56, -10.59, 0.12], [5.70, -9.69, -0.67], [6.18, -8.52, -0.04], [7.04, -8.84, 1.16], [4.33, -11.73, -1.08], [3.02, -11.93, -1.61], [2.79, -11.06, -2.84], [5.88, -11.56, 0.65], [5.56, -12.52, 1.64], [4.61, -13.60, 1.15], [5.33, -7.88, 0.24], [6.78, -7.97, -0.78], [6.44, -9.31, 1.95], [7.49, -7.93, 1.57], [7.84, -9.54, 0.90], [2.27, -11.74, -0.84], [2.92, -12.98, -1.89], [3.16, -10.04, -2.72], [1.72, -11.01, -3.08], [3.31, -11.48, -3.70], [5.14, -12.01, 2.51], [6.50, -12.99, 1.96], [3.61, -13.19, 0.99], [4.52, -14.41, 1.87], [4.95, -14.01, 0.19], [0.09, 9.54, 2.47], [1.28, 8.67, 2.94], [2.43, 9.56, 2.15], [2.90, 10.74, 2.78], [3.76, 10.41, 3.98], [1.06, 7.53, 1.74], [-0.25, 7.33, 1.21], [-0.49, 8.20, -0.02], [2.61, 7.70, 3.47], [2.29, 6.73, 4.47], [1.33, 5.66, 3.97], [2.06, 11.38, 3.06], [3.50, 11.28, 2.04], [3.17, 9.95, 4.78], [4.21, 11.33, 4.39], [4.56, 9.71, 3.72], [-1.01, 7.52, 1.98], [-0.35, 6.28, 0.93], [-0.11, 9.22, 0.10], [-1.56, 8.25, -0.26], [0.04, 7.78, -0.88], [1.86, 7.25, 5.34], [3.22, 6.27, 4.78], [0.33, 6.07, 3.81], [1.25, 4.85, 4.70], [1.67, 5.24, 3.02], [-4.23, 5.25, -4.10], [-5.15, 6.07, -3.15], [-4.92, 5.07, -1.85], [-3.76, 5.26, -1.06], [-3.84, 6.54, -0.27], [-6.55, 5.34, -3.71], [-6.58, 4.85, -5.05], [-6.18, 3.38, -5.11], [-6.17, 6.97, -2.10], [-6.59, 8.23, -2.61], [-7.49, 8.10, -3.83], [-2.87, 5.25, -1.70], [-3.69, 4.41, -0.38], [-3.82, 7.42, -0.92], [-2.99, 6.62, 0.42], [-4.77, 6.59, 0.32], [-5.94, 5.46, -5.70], [-7.60, 4.96, -5.43], [-5.32, 3.14, -4.48], [-5.95, 3.08, -6.14], [-7.00, 2.75, -4.75], [-5.71, 8.83, -2.85], [-7.14, 8.74, -1.81], [-6.93, 7.76, -4.70], [-7.94, 9.07, -4.09], [-8.30, 7.38, -3.65]], "mulliken_charge": [-0.936, 0.186, -0.412, -0.408, -0.523, 0.502, -0.753, 0.746, -0.551, -0.281, 0.675, -0.873, -0.492, 0.187, -0.413, -0.007, -0.638, -0.388, -0.557, 0.117, -0.608, -0.018, -0.283, -0.771, 0.377, -0.097, -0.266, -0.530, 0.258, 0.284, 0.264, 0.243, -0.011, 0.314, 0.258, 0.296, 0.395, 0.127, 0.300, 0.354, 0.283, 0.222, 0.170, 0.443, 0.281, 0.227, 0.249, 0.250, 0.493, 0.366, 0.243, 0.260, 0.195, 0.261, -0.365, 0.513, 0.243, 0.287, 0.313, -0.713, 1.055, -0.355, -0.243, -1.011, -0.373, -0.369, -1.073, -0.248, -0.340, -0.950, 0.218, 0.341, 0.241, 0.412, 0.237, 0.362, 0.414, 0.213, 0.336, 0.309, 0.301, 0.348, 0.234, 0.423, 0.233, -0.713, 1.098, -0.337, -0.308, -0.937, -0.426, -0.451, -1.079, -0.232, -0.557, -0.702, 0.270, 0.329, 0.233, 0.407, 0.219, 0.407, 0.452, 0.385, 0.147, 0.318, 0.307, 0.358, 0.206, 0.344, 0.251, -0.722, 1.064, -0.328, -0.054, -0.823, -0.395, -0.380, -1.145, -0.246, -0.340, -0.968, 0.260, 0.106, 0.275, 0.197, 0.256, 0.379, 0.409, 0.273, 0.336, 0.309, 0.302, 0.352, 0.238, 0.425, 0.229]}

=====

[3]
{"formula": "C35H76FN7O", "method": "ωB97M-V/def2-TZVPD", "mol_weight_g_mol": 630.04, "total_charge": 4, "e_homo_ev": -18.5, "spin_multiplicity": 1, "total_energy_ev": -52689.51454, "e_lumo_ha": -0.3112, "max_force_ev_per_a": 1.9, "symbols": ["F", "C", "C", "N", "C", "C", "N", "C", "C", "H", "H", "H", "H", "H", "H", "H", "H", "H", "H", "H", "C", "C", "N", "C", "C", "N", "C", "C", "H", "H", "H", "H", "H", "H", "H", "H", "H", "H", "H", "C", "C", "C", "C", "N", "C", "C", "C", "C", "C", "H", "H", "H", "H", "H", "H", "H", "H", "H", "H", "H", "H", "H", "H", "H", "H", "H", "H", "H", "H", "C", "C", "C", "C", "N", "C", "C", "C", "C", "C", "H", "H", "H", "H", "H", "H", "H", "H", "H", "H", "H", "H", "H", "H", "H", "H", "H", "H", "H", "H", "C", "N", "C", "C", "C", "C", "O", "H", "H", "H", "H", "H", "H", "H", "H", "H", "H", "H", "H", "H", "H"], "xyz": [[0.48, 0.28, -0.44], [2.94, -7.03, -1.40], [1.58, -6.40, -1.69], [1.58, -4.93, -1.57], [1.04, -4.21, -0.52], [1.18, -2.90, -0.82], [1.83, -2.84, -2.04], [2.05, -4.07, -2.47], [2.11, -1.63, -2.81], [3.18, -7.01, -0.34], [3.73, -6.53, -1.96], [2.91, -8.05, -1.80], [0.78, -6.80, -1.07], [1.25, -6.65, -2.70], [0.58, -4.77, 0.27], [0.84, -1.99, -0.33], [2.43, -4.35, -3.44], [2.14, -0.77, -2.14], [1.31, -1.50, -3.54], [3.09, -1.73, -3.26], [4.16, -0.26, 1.87], [3.97, -0.19, 0.36], [4.92, -1.11, -0.31], [5.84, -0.74, -1.26], [6.46, -1.87, -1.67], [5.84, -2.92, -1.03], [4.88, -2.44, -0.27], [6.21, -4.35, -1.13], [3.79, -1.20, 2.29], [3.70, 0.58, 2.37], [5.23, -0.22, 2.11], [4.23, 0.81, 0.01], [2.96, -0.44, 0.02], [6.07, 0.29, -1.48], [7.19, -2.05, -2.44], [4.17, -3.01, 0.31], [6.25, -4.78, -0.13], [7.08, -4.44, -1.76], [5.38, -4.88, -1.60], [-4.24, -2.17, 7.31], [-3.41, -1.45, 6.23], [-3.57, -2.05, 4.84], [-2.72, -1.29, 3.84], [-2.79, -1.80, 2.42], [-4.15, -1.46, 1.82], [-3.92, -1.48, 0.34], [-2.49, -0.88, 0.16], [-1.84, -1.02, 1.54], [-2.54, -3.25, 2.32], [-5.11, -1.56, 7.58], [-3.70, -2.32, 8.23], [-4.66, -3.12, 6.98], [-2.37, -1.66, 6.52], [-3.55, -0.37, 6.26], [-4.62, -1.93, 4.54], [-3.44, -3.14, 4.83], [-1.66, -1.38, 4.12], [-2.98, -0.24, 3.83], [-4.83, -2.23, 2.17], [-4.51, -0.51, 2.23], [-3.91, -2.49, -0.06], [-4.71, -0.95, -0.20], [-2.04, -1.41, -0.68], [-2.53, 0.17, -0.10], [-0.84, -1.44, 1.59], [-1.78, -0.02, 1.96], [-2.42, -3.50, 1.27], [-3.40, -3.79, 2.69], [-1.62, -3.49, 2.83], [-4.09, 4.46, 1.01], [-2.84, 4.31, 0.17], [-1.54, 4.19, 0.96], [-0.42, 3.60, 0.14], [0.91, 3.49, 0.83], [1.31, 4.85, 1.40], [2.81, 4.76, 1.45], [3.14, 4.13, 0.12], [2.03, 3.07, -0.10], [0.78, 2.49, 1.93], [-4.21, 3.66, 1.75], [-4.97, 4.42, 0.38], [-4.13, 5.41, 1.53], [-2.78, 5.18, -0.50], [-2.90, 3.45, -0.51], [-1.77, 3.56, 1.83], [-1.27, 5.15, 1.40], [-0.27, 4.16, -0.79], [-0.62, 2.58, -0.23], [0.80, 4.98, 2.35], [0.99, 5.61, 0.68], [3.13, 4.09, 2.26], [3.32, 5.69, 1.68], [4.15, 3.73, 0.09], [3.05, 4.83, -0.71], [2.31, 2.05, 0.18], [1.71, 2.99, -1.14], [0.53, 1.53, 1.46], [0.07, 2.85, 2.66], [1.76, 2.36, 2.39], [-3.18, 3.12, -5.45], [-2.28, 2.82, -4.27], [-1.45, 4.05, -4.02], [-3.12, 2.55, -3.09], [-1.41, 1.66, -4.65], [-0.68, 0.96, -3.52], [0.07, 1.76, -2.62], [-2.56, 3.32, -6.32], [-3.80, 3.97, -5.17], [-3.88, 2.30, -5.58], [-2.11, 4.91, -4.06], [-0.76, 4.19, -4.85], [-0.96, 3.93, -3.07], [-3.77, 1.70, -3.31], [-3.74, 3.40, -2.84], [-2.47, 2.28, -2.26], [-0.64, 2.06, -5.31], [-2.04, 0.94, -5.16], [-0.04, 0.22, -4.02], [-1.34, 0.32, -2.91], [0.16, 1.20, -1.79]], "mulliken_charge": [-0.291, -0.892, -0.668, 0.204, -1.056, -0.046, 0.367, -0.244, -1.026, 0.319, 0.192, 0.405, 0.374, 0.382, 0.549, 0.415, 0.492, 0.151, 0.518, 0.381, -1.301, 0.044, 0.448, -0.331, -0.593, 0.152, -0.354, -0.759, 0.364, 0.284, 0.419, 0.191, -0.059, 0.532, 0.435, 0.519, 0.350, 0.324, 0.289, -1.234, -0.464, -0.512, -1.071, 0.708, -0.686, -1.014, 0.741, -1.072, -1.022, 0.312, 0.355, 0.362, 0.284, 0.397, 0.343, 0.413, 0.429, 0.395, 0.475, 0.469, 0.355, 0.463, 0.068, -0.362, 0.525, 0.100, 0.460, 0.337, 0.343, -1.548, 0.296, -0.551, -0.187, 1.001, -0.713, -0.848, -0.504, 0.111, -1.158, 0.312, 0.441, 0.374, 0.398, -0.399, 0.272, 0.465, 0.214, -0.309, 0.405, 0.454, 0.323, 0.458, 0.304, 0.366, -0.132, -0.035, 0.218, 0.430, 0.299, -0.894, 0.220, -0.889, -0.461, -1.203, 0.310, -0.287, 0.388, 0.415, 0.427, 0.414, 0.403, 0.283, 0.378, 0.508, -0.217, 0.404, 0.399, 0.048, 0.218, 0.000]}